Entry 1:
Here is a cluster of 2 separate species, C2H7OP in total from the Open Molecules 2025 dataset. Energies are from ωB97M-V/def2-TZVPD.

XYZ file:
```
11
Properties=species:S:1:pos:R:3:mulliken_charge:R:1
C 0.152 0.963 -0.710 -0.94
C -1.156 -1.045 -0.631 -0.67
O -2.090 -0.493 1.910 -0.62
P -0.901 -0.999 1.199 0.42
H 0.921 0.505 -0.131 0.42
H 0.299 1.115 -1.754 0.30
H -0.263 1.824 -0.226 0.30
H -0.540 -1.522 -1.387 0.41
H -2.273 -0.766 -0.858 0.30
H -0.484 -2.264 1.856 0.08
H 0.183 -0.190 1.597 0.01
```

LUMO = -0.42 eV
Frontier orbital gap = 9.25 eV

Entry 2:
Here is a structure of composition C2H7OP from the Open Molecules 2025 dataset. Energies are from ωB97M-V/def2-TZVPD.

XYZ file:
```
11
Properties=species:S:1:pos:R:3:mulliken_charge:R:1
C 1.350 -0.399 0.305 -0.49
C -0.488 0.135 0.496 -0.56
O 1.584 -0.736 -1.060 -0.50
P -1.042 0.908 -1.058 -0.14
H 1.608 -1.194 0.860 0.37
H 1.914 0.495 0.540 0.31
H -0.368 0.703 1.539 0.34
H -0.899 -0.868 0.651 0.29
H 2.078 -0.047 -1.471 0.31
H -2.358 1.365 -1.035 0.04
H -1.609 -0.300 -1.739 0.04
```

LUMO = 0.96 eV
Frontier orbital gap = 9.89 eV

Entry 3:
Here is the molecule C2H7OPS from the Open Molecules 2025 dataset. Energies are from ωB97M-V/def2-TZVPD.

XYZ file:
```
12
Properties=species:S:1:pos:R:3:mulliken_charge:R:1
C 0.649 -1.293 0.317 -1.00
P -0.191 0.375 0.294 0.37
O 0.781 1.650 0.236 -0.45
C -1.960 0.835 -0.090 -0.24
S -3.302 -0.012 -0.045 -0.22
H -0.050 -2.037 0.271 0.36
H 1.336 -1.324 -0.526 0.32
H 1.193 -1.168 1.315 0.33
H -0.040 0.367 1.861 -0.04
H -0.075 0.237 -1.247 -0.06
H 0.559 2.374 -0.306 0.30
H -2.061 1.699 -0.644 0.33
```

LUMO = -0.59 eV
Frontier orbital gap = 7.93 eV

Entry 4:
Here is the molecule C2H7OPS2 from the Open Molecules 2025 dataset. Energies are from ωB97M-V/def2-TZVPD.

XYZ file:
```
13
Properties=species:S:1:pos:R:3:mulliken_charge:R:1
C 1.427 0.426 -1.366 -0.59
O 1.079 -0.398 -0.308 -0.42
P -0.649 0.118 0.396 0.61
C -0.416 -0.684 1.982 -0.85
S -0.932 2.053 0.107 -0.38
S -2.145 -0.903 -0.710 -0.27
H 2.542 0.497 -1.541 0.24
H 1.143 1.479 -1.137 0.26
H 0.875 0.162 -2.260 0.28
H 0.135 -1.561 1.667 0.34
H 0.247 0.134 2.360 0.26
H -1.230 -1.120 2.616 0.37
H -2.075 -0.204 -1.805 0.16
```

LUMO = 0.44 eV
Frontier orbital gap = 9.45 eV

Entry 5:
Here is a cluster of 2 separate species, C2H7OPS2 in total from the Open Molecules 2025 dataset. Energies are from ωB97M-V/def2-TZVPD.

XYZ file:
```
13
Properties=species:S:1:pos:R:3:mulliken_charge:R:1
O 0.689 -0.451 -1.269 -0.54
P 1.415 -0.591 -0.048 0.62
S 2.179 1.359 0.510 -0.30
S 3.148 -1.756 -0.376 -0.24
H 0.572 -1.003 0.976 0.12
H 1.741 1.849 -0.606 0.18
H 3.825 -1.174 0.668 0.16
C -2.597 0.439 0.661 -0.35
C -2.009 0.169 -0.477 -0.71
H -2.747 1.457 0.920 0.25
H -2.862 -0.462 1.160 0.26
H -1.703 0.894 -1.281 0.21
H -1.651 -0.732 -0.838 0.33
```

LUMO = 0.21 eV
Frontier orbital gap = 10.09 eV

Entry 6:
Here is a cluster of 2 separate species, C2H7OS in total from the Open Molecules 2025 dataset. Energies are from ωB97M-V/def2-TZVPD.

XYZ file:
```
11
Properties=species:S:1:pos:R:3:mulliken_charge:R:1
C -1.701 0.155 0.625 -0.96
C -0.410 0.986 0.639 -0.43
S 0.483 0.607 -0.966 -0.82
H -2.515 0.671 1.175 0.33
H -1.592 -0.812 1.122 0.24
H -2.042 -0.043 -0.390 0.26
H 0.210 0.585 1.450 0.19
H -0.516 2.069 0.679 0.28
H 0.592 -2.096 -0.129 0.32
H 1.679 -1.105 0.149 0.26
O 1.319 -1.951 0.486 -0.66
```

Net charge = -1
LUMO = 4.37 eV
Frontier orbital gap = 6.92 eV

Entry 7:
Here is a cluster of 2 separate species, C2H7OS in total from the Open Molecules 2025 dataset. Energies are from ωB97M-V/def2-TZVPD.

XYZ file:
```
11
Properties=species:S:1:pos:R:3:mulliken_charge:R:1
O 2.443 -1.813 0.273 -0.65
H 2.477 -1.072 -0.346 0.32
C -0.736 -0.645 0.867 -0.76
S -1.870 0.338 0.091 -0.03
C -0.886 1.648 -0.706 -0.70
H 0.118 -0.183 1.321 0.39
H -0.913 -1.700 1.030 0.34
H 1.590 -2.225 0.044 0.32
H 0.138 1.614 -0.350 0.26
H -1.419 2.552 -0.463 0.27
H -0.944 1.485 -1.761 0.26
```

2S+1 = 2
LUMO (spin up / spin down) = 0.84 / 0.01 eV
⟨S²⟩ = 0.756
Frontier orbital gap (spin up / spin down) = 8.18 / 9.72 eV

Entry 8:
Here is a cluster of 2 separate species, C2H7S in total from the Open Molecules 2025 dataset. Energies are from ωB97M-V/def2-TZVPD.

XYZ file:
```
10
Properties=species:S:1:pos:R:3:mulliken_charge:R:1
C -2.339 -0.013 1.127 -0.76
S -0.775 0.047 0.178 -0.72
H -3.117 0.579 0.636 0.18
H -2.699 -1.044 1.215 0.18
H -2.191 0.374 2.138 0.18
C 2.240 0.005 -1.062 -1.00
H 2.143 0.492 -0.094 0.23
H 3.285 -0.045 -1.382 0.28
H 1.655 0.588 -1.774 0.22
H 1.798 -0.984 -0.981 0.23
```

Net charge = -1
LUMO = 4.35 eV
Frontier orbital gap = 6.35 eV

These records have max |F| values of 3.79 6.63 4.28 4.00 3.54 2.05 0.99 0.27 eV Å⁻¹, in the order they appear.